A structure of composition C20H33MoN2O9P4 in a non-equilibrium geometry. Source: the Open Molecules 2025 dataset; level of theory: ωB97M-V with the def2-TZVPD basis set.

- calculated total energy (eV) = -81674.449
- total charge = +3
- LUMO energy (eV) = -11.79
- energy relative to the best compared isomer or geometry (same formula, charge and spin) (kJ/mol) = 6.7
- frontier orbital gap (eV) = 5.53

Structure (XYZ):
```
69
C20H33MoN2O9P4 ωB97M-V with the def2-TZVPD basis set
Mo -0.2824 1.1569 0.4630
C 3.4047 1.1287 -0.2973
P 2.0657 2.2171 0.2406
C 1.2346 2.8787 -1.2051
N 1.6891 3.7154 -2.1194
C 0.8680 3.9015 -3.1644
C 1.2783 4.7572 -4.2159
C 0.4952 4.8874 -5.3218
C -0.7311 4.1687 -5.4491
C -1.1702 3.3480 -4.4579
C -0.4000 3.1943 -3.2700
N -0.8419 2.3927 -2.2862
C -0.0256 2.2714 -1.2410
P -2.8200 1.4042 -0.1863
C -3.3576 0.0727 -1.2534
C -3.7831 2.9469 -0.4711
C -3.0061 4.1440 0.0771
C -4.0848 3.1003 -1.9656
C -5.1250 2.7954 0.2733
C 2.7293 3.5250 1.3618
C 3.2844 2.9012 2.6415
C 3.8771 4.1888 0.5652
C 1.6432 4.5601 1.6402
H 4.1333 1.7343 -0.8404
H 3.0393 0.3569 -0.9740
H 3.8983 0.6797 0.5639
H 2.2205 5.2758 -4.1147
H 0.8026 5.5334 -6.1333
H -1.3056 4.2855 -6.3577
H -2.0894 2.7889 -4.5510
H -4.4484 0.0158 -1.2551
H -2.9343 -0.8783 -0.9303
H -3.0049 0.2905 -2.2633
H -2.0874 4.3227 -0.4848
H -2.7630 4.0281 1.1344
H -3.6334 5.0306 -0.0184
H -3.1949 3.0542 -2.5812
H -4.5418 4.0814 -2.0956
H -4.8046 2.3577 -2.3070
H -5.0114 2.8407 1.3534
H -5.6606 1.8847 0.0039
H -5.7460 3.6366 -0.0362
H 4.0758 2.1792 2.4403
H 2.5161 2.4204 3.2442
H 3.7313 3.7033 3.2299
H 4.7435 3.5370 0.4716
H 4.1946 5.0612 1.1379
H 3.5654 4.5342 -0.4203
H 0.7610 4.1408 2.1244
H 1.3328 5.0790 0.7319
H 2.0608 5.3079 2.3147
O -3.3568 -1.1147 2.8189
P -2.5360 0.0575 2.2963
O -1.3573 -0.3672 1.4776
O -3.3945 0.9700 1.3545
O -2.0235 0.9164 3.5197
P -0.6109 1.7357 3.3214
O -0.7160 2.9486 4.2601
O 0.5543 0.8531 3.2579
O -0.8690 2.3352 1.8678
H -3.8285 -1.1218 3.6677
H -0.6029 2.8696 5.2217
C 2.1719 -1.7563 1.3119
O 1.3182 -1.6398 0.1029
C 0.6040 -0.6296 -0.0900
O -0.2766 -0.4200 -0.9276
H 1.8948 -2.7143 1.7402
H 1.9499 -0.9292 1.9842
H 3.1963 -1.7663 0.9534
```